Entry from the OMol25 dataset: a 14-piece molecular cluster, C83H175N9O20 overall at a distorted geometry (ωB97M-V with the def2-TZVPD basis set).

Last column: Löwdin charge in e.
Element x y z (Å)
C 6.69523 4.69787 3.04849  -0.06
O 5.49308 3.92664 2.91972  -0.25
C 4.43431 4.52348 3.67918  -0.21
C 3.41303 3.47415 3.76524  -0.13
N 4.02232 2.18906 4.38230  -0.06
H 4.04761 1.32511 3.02115  0.13
H 4.92814 2.40671 4.78631  0.12
C 3.28353 1.66233 5.49005  -0.16
C 3.47105 2.62101 6.79500  -0.19
O 4.83139 2.83692 6.97366  -0.21
C 5.37134 2.25554 8.20389  -0.03
H 6.40750 5.76622 2.97308  0.10
H 7.40894 4.43462 2.27045  0.10
H 7.10201 4.54867 4.03768  0.09
H 4.15691 5.53204 3.18063  0.16
H 4.83176 4.78579 4.68239  0.13
H 3.05421 3.16591 2.80401  0.11
H 2.47125 3.74250 4.36776  0.15
H 3.57141 0.62513 5.58048  0.11
H 2.22427 1.78217 5.33817  0.08
H 2.91208 2.22957 7.62670  0.10
H 3.06872 3.56449 6.52790  0.10
H 6.43888 2.06693 8.11243  0.09
H 4.95790 1.30229 8.47504  0.07
H 5.11294 3.07041 8.87552  0.10
C 2.20012 -0.21185 9.83692  -0.09
C 1.77776 -0.16443 8.42944  -0.27
C 1.35627 -1.53322 7.99931  -0.20
C 0.96891 -1.63135 6.49008  -0.05
N -0.07394 -2.74267 6.22559  -0.24
C -1.45500 -2.37919 6.68588  -0.11
C -2.15963 -3.68381 6.90927  -0.12
C -1.09393 -4.77954 7.15487  -0.11
C 0.25766 -4.08960 7.00607  -0.04
C -0.13599 -2.98712 4.75036  0.01
H 2.33875 0.77067 10.22431  0.07
H 3.05402 -0.80779 10.03344  0.08
H 1.45696 -0.74970 10.46614  0.10
H 2.57242 0.09648 7.76771  0.08
H 0.90602 0.44640 8.23354  0.13
H 0.51816 -1.83416 8.63550  0.11
H 2.06816 -2.26457 8.19548  0.10
H 1.85947 -1.77705 5.91173  0.13
H 0.37030 -0.74754 6.13466  0.12
H -1.92439 -1.69610 5.91508  0.13
H -1.18685 -1.81425 7.54356  0.12
H -2.79502 -3.92492 6.06829  0.12
H -2.76188 -3.59785 7.75328  0.10
H -1.19429 -5.54206 6.47649  0.09
H -1.15313 -5.19231 8.14635  0.12
H 1.00007 -4.63092 6.38780  0.14
H 0.67252 -3.77769 7.94876  0.10
H -0.13694 -2.05623 4.22639  0.07
H -1.03292 -3.54209 4.43249  0.12
H 0.66237 -3.71735 4.52294  0.11
C 2.59953 -2.55232 1.24770  -0.11
C 1.31408 -3.19080 0.74286  -0.22
C 0.37549 -2.31908 -0.17458  -0.14
C -0.44003 -1.26551 0.60945  -0.13
N -0.58047 0.03801 -0.02659  -0.25
C -1.34277 1.00831 0.83504  -0.10
C -2.80097 0.52082 0.75948  -0.13
C -2.90455 -0.04061 -0.72887  -0.10
C -1.45875 -0.08145 -1.28164  -0.07
C 0.79317 0.64234 -0.38027  0.06
H 2.50770 -1.77094 1.99383  0.05
H 3.19392 -2.11509 0.37229  0.06
H 3.29263 -3.29692 1.68781  0.08
H 0.80642 -3.72741 1.60196  0.11
H 1.62416 -4.00996 0.07361  0.08
H -0.35790 -2.93864 -0.64771  0.07
H 0.90220 -1.94627 -1.05383  0.10
H -0.07293 -0.99269 1.60497  0.12
H -1.42383 -1.69635 0.83435  0.11
H -1.41990 1.94196 0.24833  0.11
H -0.88725 1.07017 1.78623  0.10
H -3.45795 1.36683 0.96778  0.09
H -3.07200 -0.30408 1.50348  0.12
H -3.50949 0.54425 -1.44669  0.11
H -3.27480 -1.08382 -0.67178  0.11
H -1.13569 0.72194 -1.99376  0.12
H -1.17032 -1.11828 -1.68800  0.14
H 0.99269 0.27132 -1.34615  0.06
H 1.56026 0.33507 0.34843  0.11
H 0.72094 1.74224 -0.46052  0.08
C -4.17474 -9.18032 -2.83175  -0.11
C -4.13159 -8.51463 -1.44484  -0.24
C -2.70964 -8.29413 -0.85614  -0.16
C -1.90208 -7.40818 -1.83311  -0.12
N -0.51538 -7.10292 -1.34619  -0.29
C 0.29309 -6.37745 -2.38302  -0.08
C 1.73519 -6.70015 -1.92801  -0.15
C 1.67629 -8.01864 -1.24303  -0.16
C 0.16948 -8.37489 -1.15482  -0.12
C -0.57877 -6.51152 0.00518  0.04
H -3.61824 -8.51769 -3.53604  0.05
H -5.11746 -9.45997 -3.34735  0.08
H -3.63696 -10.13923 -2.70370  0.08
H -4.64225 -9.16099 -0.78337  0.09
H -4.65081 -7.52483 -1.52686  0.10
H -2.37146 -9.30179 -0.69181  0.11
H -2.72587 -7.77134 0.06992  0.08
H -2.38839 -6.39213 -1.79491  0.12
H -1.79161 -7.75008 -2.92718  0.15
H -0.01447 -5.33486 -2.61991  0.10
H 0.11363 -6.87621 -3.30224  0.12
H 2.02707 -5.95426 -1.19050  0.09
H 2.42093 -6.66160 -2.87273  0.16
H 2.19689 -7.99912 -0.29248  0.11
H 2.19300 -8.83061 -1.76904  0.12
H -0.22369 -8.92176 -0.27878  0.15
H -0.00729 -8.91475 -2.09734  0.15
H -1.30490 -7.11725 0.63127  0.13
H -0.87428 -5.49910 -0.05511  0.07
H 0.42774 -6.45577 0.37786  0.10
C -1.09402 4.96500 2.96061  -0.08
C -2.53117 4.88317 3.35153  -0.24
C -3.06667 3.47255 3.65874  -0.18
C -4.53015 3.42408 3.90524  -0.12
N -5.02674 2.10644 4.46494  -0.29
C -4.66455 1.84329 5.88960  -0.07
C -4.71474 0.25466 6.05455  -0.10
C -4.90146 -0.30084 4.61114  -0.14
C -4.54025 0.89492 3.70287  -0.12
C -6.50783 2.09864 4.29548  0.02
H -0.93820 4.33348 2.08520  0.07
H -0.51516 4.46889 3.69113  0.05
H -0.70583 5.93115 2.83893  0.07
H -3.17968 5.28106 2.55964  0.11
H -2.79518 5.52753 4.22371  0.13
H -2.47900 3.11748 4.50814  0.10
H -2.84149 2.80509 2.81514  0.11
H -5.07262 3.63739 3.02425  0.12
H -4.89480 4.13965 4.60674  0.14
H -5.44806 2.33637 6.52551  0.14
H -3.66391 2.31566 6.08580  0.13
H -5.48301 0.02622 6.77113  0.11
H -3.67903 -0.02697 6.30571  0.08
H -5.96356 -0.66718 4.35220  0.13
H -4.28224 -1.19477 4.50698  0.11
H -5.00532 0.93692 2.69725  0.14
H -3.46790 0.95783 3.59096  0.10
H -6.90421 1.03370 4.45809  0.13
H -6.65030 2.47415 3.25228  0.12
H -6.89666 2.86689 4.95744  0.11
C -2.60064 -4.49608 -3.60037  -0.10
C -3.95184 -5.11416 -4.03800  -0.19
C -5.08447 -4.37616 -3.19442  -0.14
C -6.51681 -4.95184 -3.08739  -0.10
N -7.52173 -4.60629 -4.17285  -0.25
C -6.99141 -4.71089 -5.61439  -0.06
C -6.47961 -3.30991 -6.02568  -0.12
C -7.07837 -2.28936 -5.04854  -0.13
C -7.95572 -3.12044 -4.12546  -0.08
C -8.72431 -5.53766 -4.02198  0.03
H -2.60558 -3.45769 -3.85626  0.07
H -1.71524 -4.99510 -4.10962  0.09
H -2.42761 -4.47870 -2.56023  0.04
H -4.13832 -6.16165 -3.77825  0.08
H -4.07278 -4.93481 -5.11305  0.09
H -5.13679 -3.35762 -3.59002  0.10
H -4.83187 -4.35490 -2.14772  0.09
H -6.88833 -4.75146 -2.09325  0.13
H -6.47520 -6.04202 -3.12172  0.13
H -7.86562 -4.92309 -6.25325  0.14
H -6.25312 -5.48920 -5.64237  0.12
H -6.94598 -3.19656 -6.99579  0.12
H -5.44679 -3.22743 -6.17594  0.09
H -7.71113 -1.60181 -5.56897  0.11
H -6.30227 -1.74686 -4.55861  0.10
H -8.94815 -3.14442 -4.53609  0.11
H -8.12395 -2.78646 -3.07464  0.15
H -8.47550 -6.48921 -4.44704  0.10
H -9.59198 -5.07480 -4.60713  0.13
H -8.99114 -5.59544 -2.98601  0.10
C 6.54532 -2.96829 -3.37756  0.05
C 5.76494 -2.28964 -2.11710  -0.39
C 5.87496 -3.27517 -0.93832  -0.12
C 7.29173 -3.55554 -0.41491  -0.15
C 7.96767 -2.22760 -0.07000  -0.12
C 8.02557 -1.11363 -1.14259  -0.45
N 6.71098 -1.05267 -1.90404  0.01
O 6.31322 -0.06512 -2.37489  0.22
C 9.06827 -1.58575 -2.10952  -0.01
C 8.34693 0.25928 -0.53127  0.01
C 4.40985 -1.86302 -2.37099  -0.03
H 7.52484 -3.26745 -3.05581  0.05
H 6.59130 -2.34699 -4.29373  0.11
H 5.97349 -3.85255 -3.47506  0.08
H 5.43268 -4.20927 -1.22766  0.12
H 5.29668 -2.92798 -0.05702  0.11
H 7.94153 -4.07306 -1.18790  0.13
H 7.14377 -4.16844 0.43774  0.11
H 8.99861 -2.45584 0.23966  0.14
H 7.48375 -1.85302 0.83785  0.12
H 8.95693 -0.98875 -3.06703  0.13
H 8.93213 -2.65753 -2.11701  0.06
H 10.06638 -1.37491 -1.78366  0.10
H 7.46763 0.63429 0.04951  0.08
H 8.50600 0.96942 -1.37461  0.10
H 9.29665 0.17991 -0.01077  0.11
H 3.88508 -2.80494 -2.47902  0.11
H 4.20198 -1.30724 -3.29885  0.08
H 3.98634 -1.30561 -1.49218  0.10
C -3.00981 11.25642 -4.00049  0.02
C -1.51891 11.64006 -4.34779  -0.41
C -0.79685 12.30363 -3.17220  -0.11
C 0.66637 11.87300 -3.04832  -0.12
C 0.78116 10.36430 -2.73643  -0.10
C -0.12283 9.45854 -3.61707  -0.40
N -0.86546 10.25381 -4.59843  -0.04
O -1.11590 9.69411 -5.59983  0.21
C -1.31348 8.70527 -2.85374  0.04
C 0.73802 8.39816 -4.37101  -0.01
C -1.53983 12.44976 -5.63944  0.01
H -3.59058 12.17457 -4.06095  0.11
H -2.99546 10.79411 -3.03841  0.06
H -3.35984 10.51369 -4.74184  0.11
H -1.27731 12.04894 -2.23049  0.12
H -1.05810 13.37088 -3.31018  0.14
H 1.30301 12.37875 -2.34304  0.12
H 1.08092 12.02701 -4.02283  0.11
H 0.57780 10.07502 -1.75261  0.10
H 1.82450 10.07184 -2.75069  0.12
H -1.50778 9.29929 -1.94324  0.09
H -0.87357 7.68567 -2.58926  0.09
H -2.22017 8.62876 -3.46475  0.09
H 0.07264 7.60729 -4.80625  0.10
H 1.37272 7.89131 -3.64598  0.10
H 1.32667 8.78227 -5.19328  0.09
H -2.10078 11.87177 -6.37006  0.10
H -0.60996 12.67236 -6.03947  0.08
H -2.13488 13.31815 -5.29422  0.12
C -0.31512 1.97581 -4.27906  0.05
C 1.02271 2.81156 -4.62577  -0.36
C 2.15862 2.34876 -3.71603  -0.11
C 2.51900 0.87287 -3.98721  -0.17
C 3.06596 0.73827 -5.40302  -0.13
C 2.12254 1.15073 -6.53153  -0.37
N 1.21800 2.40295 -6.08713  -0.02
O 0.65292 2.94816 -6.92641  0.22
C 0.98268 0.18942 -7.02172  0.01
C 2.95590 1.67952 -7.73391  -0.01
C 0.86542 4.31881 -4.45080  -0.01
H -0.81729 2.41737 -3.48671  0.05
H -0.07890 0.94783 -4.01214  0.04
H -0.93305 1.91754 -5.17567  0.10
H 1.80773 2.43123 -2.69688  0.11
H 3.05863 2.96372 -3.79440  0.13
H 1.67286 0.15361 -3.80425  0.10
H 3.32927 0.70227 -3.26584  0.10
H 3.28357 -0.34691 -5.55160  0.13
H 3.98686 1.23517 -5.55688  0.10
H 1.56611 -0.68260 -7.23374  0.08
H 0.32365 0.59229 -7.79553  0.10
H 0.39277 -0.13652 -6.11612  0.09
H 3.78029 0.95543 -7.74643  0.10
H 3.61437 2.58429 -7.45708  0.13
H 2.37126 1.74068 -8.63763  0.09
H -0.00392 4.65975 -4.93105  0.07
H 1.74244 4.83740 -4.84197  0.10
H 0.68992 4.56675 -3.39315  0.08
O 6.01959 1.40483 1.57294  0.07
C 4.91912 0.53907 1.44411  -0.56
O 3.85395 0.62935 2.18244  0.10
O 5.18908 -0.31501 0.55635  0.01
H 5.76704 2.26670 1.94006  0.07
O 0.00196 1.98763 4.86767  0.02
C -0.71025 0.79914 4.68995  -0.81
O -1.61301 0.61664 5.55723  -0.06
O -0.18936 0.04657 3.88125  -0.01
H -0.45560 2.32237 5.65103  0.10
O -1.92974 4.16534 -0.12309  0.02
C -0.94505 4.50452 -1.05023  -0.77
O -1.00981 5.55318 -1.71369  -0.03
O -0.03843 3.62104 -1.15807  -0.07
H -2.66380 4.74677 -0.30905  0.09
O -4.19656 -3.81709 1.54969  -0.03
C -3.33592 -4.31231 0.49407  -0.70
O -3.89037 -5.28053 -0.13773  -0.08
O -2.23515 -3.73341 0.31211  -0.04
H -4.95309 -4.46507 1.57324  0.10
O 1.26766 -2.32103 -5.28760  0.02
C 0.50840 -2.38417 -4.13498  -0.77
O 0.40437 -3.47318 -3.48481  -0.06
O 0.07280 -1.25137 -3.83147  -0.06
H 1.79256 -3.16883 -5.11869  0.13

Properties
- Spin multiplicity: 1
- M: 1619.4 g mol⁻¹
- Total charge: +4
- Highest occupied orbital energy: -14.03 eV
- Largest force on an atom: 4.62 eV Å⁻¹